Run a
DFT (ωB97M-V with the def2-TZVPD basis set) results for an isolated molecule of C21H33N3O4S.

The SMILES is CCCCCC(=O)Nc1cc(S(=O)(=O)N2CCCCC2)ccc1N1CCOCC1. The value obtained for the frontier orbital gap is 0.324 Eh. The value obtained for the HOMO energy is -8.30 eV.

Geometry as ORCA input:
```
! RIJCOSX wB97M-V def2-TZVPD def2/J DEFGRID3
* xyz 0 1
C -5.3054 -1.9059 2.4097
C -5.0107 -1.7792 0.9204
C -3.6731 -2.4169 0.5525
C -3.3564 -2.2650 -0.9340
C -1.9828 -2.8405 -1.2896
C -0.8486 -2.2666 -0.4532
O -0.1055 -2.9568 0.2035
N -0.7656 -0.9051 -0.5344
C 0.1591 -0.0434 0.0591
C 1.3280 -0.4997 0.6535
C 2.2670 0.4096 1.1001
S 3.8060 -0.1785 1.8124
O 4.3727 0.9029 2.5669
O 3.5605 -1.4293 2.4631
N 4.8475 -0.4786 0.5587
C 5.4334 0.6470 -0.1238
C 4.6736 1.0121 -1.4010
C 4.5658 -0.2183 -2.2994
C 3.8720 -1.3482 -1.5412
C 4.6348 -1.6538 -0.2496
C 2.0703 1.7672 0.9604
C 0.8853 2.2313 0.4154
C -0.1011 1.3464 -0.0116
N -1.3255 1.7519 -0.5664
C -1.4467 3.0727 -1.1592
C -1.9143 4.1464 -0.1651
O -3.0991 3.7503 0.4889
C -2.9100 2.5255 1.1597
C -2.5359 1.4122 0.1743
H -6.2586 -1.4425 2.6526
H -4.5276 -1.4202 2.9950
H -5.3477 -2.9525 2.7018
H -4.9971 -0.7215 0.6440
H -5.8086 -2.2593 0.3495
H -2.8786 -1.9568 1.1453
H -3.6931 -3.4774 0.8099
H -4.1156 -2.7880 -1.5199
H -3.4114 -1.2085 -1.2092
H -1.9819 -3.9187 -1.1247
H -1.7644 -2.6565 -2.3447
H -1.4225 -0.4309 -1.1392
H 1.5050 -1.5556 0.7720
H 5.4441 1.4714 0.5893
H 6.4692 0.3900 -0.3766
H 3.6721 1.3647 -1.1448
H 5.1994 1.8172 -1.9167
H 4.0083 0.0245 -3.2065
H 5.5676 -0.5393 -2.5947
H 2.8492 -1.0503 -1.3036
H 3.8303 -2.2500 -2.1535
H 4.0968 -2.3680 0.3735
H 5.6169 -2.0751 -0.4971
H 2.8290 2.4463 1.3142
H 0.7300 3.2953 0.3362
H -0.4972 3.3558 -1.6133
H -2.2022 2.9917 -1.9503
H -2.1507 5.0727 -0.6914
H -1.1348 4.3477 0.5847
H -3.8555 2.2982 1.6544
H -2.1170 2.6261 1.9174
H -2.3953 0.4827 0.7238
H -3.3535 1.2974 -0.5477
*
```

Run b
DFT (ωB97M-V with the def2-TZVPD basis set) results for an isolated molecule of C21H33N3O4S.

The SMILES is CN(C)S(=O)(=O)N1CCC(Oc2cccc(C(=O)N3CCCCCCC3)c2)CC1. The value obtained for the frontier orbital gap is 0.340 Eh. The value obtained for the HOMO energy is -8.61 eV.

Geometry as ORCA input:
```
! RIJCOSX wB97M-V def2-TZVPD def2/J DEFGRID3
* xyz 0 1
C 2.3844 0.7186 6.5631
N 3.0441 -0.0607 5.5358
C 4.3180 -0.6124 5.9388
S 3.1727 0.7453 4.0683
O 1.9134 1.3795 3.8191
O 4.3554 1.5493 4.0145
N 3.4208 -0.5907 3.0969
C 2.2271 -1.3834 2.8950
C 1.3255 -0.8217 1.7953
C 2.1278 -0.6481 0.5006
O 1.3639 -0.0204 -0.5128
C 0.4418 -0.7262 -1.2205
C 0.1667 -2.0828 -1.0823
C -0.7844 -2.6789 -1.8942
C -1.4800 -1.9444 -2.8343
C -1.2269 -0.5829 -2.9628
C -1.9221 0.2070 -4.0326
O -1.6083 0.0703 -5.2024
N -2.8887 1.0632 -3.6237
C -3.3134 1.1658 -2.2454
C -4.2307 0.0282 -1.7637
C -5.7142 0.1997 -2.1011
C -6.1625 -0.3679 -3.4516
C -5.3465 0.0572 -4.6753
C -5.0631 1.5632 -4.7419
C -3.5648 1.8668 -4.6213
C -0.2629 0.0148 -2.1710
C 3.3291 0.2569 0.7806
C 4.1853 -0.3503 1.8903
H 1.5148 1.1863 6.1093
H 3.0387 1.4962 6.9728
H 2.0684 0.0517 7.3655
H 4.7126 -1.1736 5.0961
H 5.0312 0.1732 6.2098
H 4.1652 -1.2781 6.7873
H 2.5443 -2.4021 2.6449
H 1.7018 -1.3982 3.8501
H 0.4730 -1.4844 1.6394
H 0.9551 0.1557 2.1070
H 2.4923 -1.6249 0.1450
H 0.6902 -2.6903 -0.3610
H -0.9792 -3.7359 -1.7869
H -2.2077 -2.4205 -3.4741
H -3.8248 2.1239 -2.1267
H -2.4265 1.1796 -1.6064
H -3.8654 -0.9209 -2.1558
H -4.1332 -0.0119 -0.6766
H -5.9729 1.2583 -2.0330
H -6.3023 -0.3114 -1.3344
H -7.2046 -0.0719 -3.6002
H -6.1412 -1.4590 -3.3963
H -4.3995 -0.4829 -4.6841
H -5.8944 -0.2592 -5.5645
H -5.6120 2.0802 -3.9554
H -5.4058 1.9764 -5.6914
H -3.0679 1.6425 -5.5680
H -3.4157 2.9281 -4.3897
H -0.0242 1.0618 -2.2795
H 3.9179 0.3837 -0.1282
H 2.9639 1.2341 1.0998
H 4.6082 -1.3079 1.5668
H 4.9944 0.3262 2.1647
*
```

Which is most stable? The ranking, best first, is run a, run b.

Run a
DFT (ωB97M-V with the def2-TZVPD basis set) results for an isolated molecule of C4H5FO.

The SMILES is C=C(F)C(C)=O. The value obtained for the frontier orbital gap is 0.391 Eh. The value obtained for the HOMO energy is -9.75 eV.

Geometry as ORCA input:
```
! RIJCOSX wB97M-V def2-TZVPD def2/J DEFGRID3
* xyz 0 1
C -1.0609 -1.5776 0.9162
C -0.1111 -0.6792 0.8268
F 0.7456 -0.1927 1.7494
C -0.1876 0.3614 -0.6653
C 0.9386 1.2792 -0.7930
O -1.0704 0.1364 -1.4308
H -1.0899 -2.3421 1.6406
H -1.6164 -1.5681 0.0055
H 1.8478 0.9394 -0.2397
H 0.4265 2.0628 -0.1402
H 1.1777 1.5805 -1.8695
*
```

Run b
DFT (ωB97M-V with the def2-TZVPD basis set) results for an isolated molecule of C4H5FO.

The SMILES is CC(=O)/C=C\F. The value obtained for the frontier orbital gap is 0.377 Eh. The value obtained for the HOMO energy is -9.82 eV.

Geometry as ORCA input:
```
! RIJCOSX wB97M-V def2-TZVPD def2/J DEFGRID3
* xyz 0 1
C 1.1786 -1.7843 -0.9041
C 0.1974 -0.8113 -0.2280
O -0.8459 -1.1584 0.3125
C 0.6180 0.6136 -0.2533
C -0.0473 1.6559 0.2649
F -1.2031 1.5080 0.8853
H 1.2911 -1.4763 -1.9505
H 2.1638 -1.7788 -0.4410
H 0.6823 -2.7581 -0.8834
H 1.5622 0.9486 -0.7168
H 0.2147 2.7165 0.2472
*
```

Run c
DFT (ωB97M-V with the def2-TZVPD basis set) results for an isolated molecule of C4H5FO.

The SMILES is C=C[C@@H](F)C=O. The value obtained for the frontier orbital gap is 0.360 Eh. The value obtained for the HOMO energy is -9.43 eV.

Geometry as ORCA input:
```
! RIJCOSX wB97M-V def2-TZVPD def2/J DEFGRID3
* xyz 0 1
C 1.9860 0.0768 -0.4193
C 0.5936 -0.3969 -0.0757
C -0.5042 0.5149 0.4523
F -0.0885 1.6690 -0.0874
C -1.9367 -0.0790 0.0500
O -2.8139 0.2879 -0.6754
H 2.7194 -0.7110 -0.7274
H 2.4098 1.0733 -0.6922
H 0.2801 -1.6193 0.0579
H -0.7337 0.3014 1.6376
H -1.9119 -1.1171 0.4795
*
```

Which is most stable? The ranking, best first, is run b, run a, run c.

Run a
DFT (ωB97M-V with the def2-TZVPD basis set) results for a 2-piece molecular cluster, C2H9N3 overall.

The SMILES is [H]/N=C\N.CN. The value obtained for the frontier orbital gap is 0.360 Eh. The value obtained for the HOMO energy is -9.20 eV.

Geometry as ORCA input:
```
! RIJCOSX wB97M-V def2-TZVPD def2/J DEFGRID3
* xyz 0 1
H 1.1993 2.4442 2.0916
N 0.6763 1.5140 2.1697
C 1.6126 0.6607 1.7789
N 2.2668 0.8432 0.4763
H 1.9821 -0.3465 2.2498
H 3.1548 0.2934 0.1846
H 1.5777 0.7177 -0.3287
C -2.3508 -0.8004 -1.2871
N -0.9477 -1.2299 -1.0555
H -2.6821 -1.1228 -2.2065
H -2.5701 0.1883 -1.0548
H -3.0571 -1.2972 -0.5432
H -0.4215 -0.4793 -0.5344
H -0.4403 -1.3854 -1.9406
*
```

Run b
DFT (ωB97M-V with the def2-TZVPD basis set) results for a 2-piece molecular cluster, C2H9N3 overall.

The SMILES is [H]/N=N\[H].CCN. The value obtained for the frontier orbital gap is 0.341 Eh. The value obtained for the HOMO energy is -8.69 eV.

Geometry as ORCA input:
```
! RIJCOSX wB97M-V def2-TZVPD def2/J DEFGRID3
* xyz 0 1
H 2.7806 -0.3206 0.9592
N 1.8817 -0.8236 0.7864
N 1.7265 -1.3959 -0.2704
H 2.5000 -1.3686 -0.9749
C -0.3161 1.3021 -0.0006
C -1.5420 0.3924 -0.1126
N -1.2676 -1.0305 -0.0797
H -0.6200 2.3482 0.0288
H 0.3421 1.1611 -0.8543
H 0.2418 1.0713 0.9058
H -2.0731 0.6077 -1.0457
H -2.2247 0.6113 0.7139
H -0.6451 -1.2872 -0.8367
H -0.7840 -1.2676 0.7806
*
```

Which is most stable? The ranking, best first, is run b, run a.